A structure of composition C54H112AgAs3F18NO17S in a non-equilibrium geometry. Source: the OMol25 dataset; level of theory: wB97M-V/def2-TZVPD.

highest occupied orbital energy (alpha / beta) = -9.39 / -9.39 eV
LUMO (alpha / beta) = 0.21 / -3.15 eV
total charge = 0
spin multiplicity = 2
F_max = 0.0793 hartree/bohr

Structure (XYZ):
```
207
Properties=species:S:1:pos:R:3:forces:R:3:lowdin_charge:R:1
C 10.9909 19.5983 15.3058 -1.1124 -0.7059 1.3949 -0.1776
C 14.5975 13.2398 20.7441 -0.4359 -1.0112 0.4244 -0.1747
O 21.4533 15.3624 13.5565 -1.3349 -0.1915 -0.1425 -0.1542
O 18.0195 12.0944 18.6898 -0.7818 1.3247 -0.7370 -0.2844
C 18.9964 18.6134 14.3520 1.0406 -0.2723 0.2238 -0.1708
H 11.7902 17.3553 18.8829 -0.6858 -0.3224 0.3280 0.1238
C 18.2920 14.6379 10.6397 0.0260 -1.7717 0.4352 -0.1711
H 14.7282 6.9982 13.8726 0.0554 -0.4701 -0.2408 0.1015
H 20.5676 14.3186 11.9311 0.8006 -0.0103 0.9585 0.1070
O 16.5848 13.1312 9.9889 -0.4738 -0.3448 -0.0902 -0.1519
H 20.4977 10.6064 18.4263 -0.1926 0.2117 -0.6925 0.1291
H 14.1998 16.5262 20.5727 0.1265 -0.3834 -0.2989 0.0794
C 9.6742 11.4123 14.9157 -0.4845 1.1835 0.6613 -0.1257
O 12.1176 20.2949 14.7774 -0.3892 -0.7706 -0.1461 -0.1911
H 17.4056 17.5583 13.3272 0.5901 0.8940 -0.5359 0.1196
H 13.4488 15.9945 9.9825 0.6590 0.3593 0.6323 0.1049
As 15.7035 20.6378 17.6414 0.7071 -1.5479 -0.8321 0.7555
F 14.4483 21.6143 18.2001 -0.5565 1.1275 0.7404 -0.2155
H 14.1431 18.2262 13.8497 0.6172 0.9608 1.1153 0.1325
F 17.2003 13.7453 14.3106 -0.3969 -0.6422 0.1128 -0.2670
H 18.8622 8.9645 19.3130 0.2551 0.0195 0.0200 0.1171
F 16.9430 19.5306 16.8705 -1.2877 0.5193 0.9233 -0.2788
C 8.2843 15.3356 14.7152 -1.0197 0.2694 -1.3292 -0.1604
H 15.5526 5.8166 16.1709 -0.2766 0.0105 -0.4255 0.1229
H 13.2718 8.8882 15.6618 0.1022 0.1713 0.2323 0.1080
O 10.8182 14.7219 11.5885 1.2229 -1.4754 0.8206 -0.2203
O 12.1122 13.8521 13.5602 -0.4186 -0.0078 0.4606 -0.2246
H 17.6412 9.5927 18.1687 0.2384 -0.2653 0.0982 0.1092
H 9.6976 10.7671 14.0616 0.2707 -0.6065 -0.2934 0.0998
C 19.2606 15.8248 17.1752 1.4517 -0.6417 -0.8897 -0.1503
C 10.9416 11.5504 15.7247 0.8945 -0.8622 0.1788 -0.2143
H 22.5200 12.9048 12.3188 0.8160 0.2089 -0.2583 0.0939
H 19.9717 18.2529 13.9407 -0.7724 -0.0678 0.6259 0.1232
C 17.3012 17.0394 20.4586 -0.2627 0.0603 1.0369 -0.1586
C 20.3444 16.8569 17.5433 -0.2184 -0.1809 1.2774 -0.1358
H 19.5982 15.1599 16.2994 -0.2233 0.6716 1.2980 0.1506
C 17.9307 18.5561 13.2691 0.0900 -2.5826 0.4808 -0.2522
H 20.7716 17.4669 16.7480 -0.2250 -0.2735 -0.1547 0.1115
C 10.2072 20.5962 16.1949 0.0363 -0.5207 1.5623 -0.1555
C 11.2531 21.7186 16.5222 -0.6552 -1.0080 -3.1586 -0.0979
O 10.7537 10.8451 16.9353 0.7843 -0.9972 0.3957 -0.1483
F 15.1802 12.8108 15.4872 -0.5453 -0.3961 -0.6405 -0.2191
O 16.9941 19.5230 13.5613 0.2349 2.0688 0.7456 -0.1915
H 17.1415 10.8997 20.1626 0.4840 0.3738 -0.1649 0.1321
O 16.7870 16.1084 19.5042 -0.5478 0.7783 -1.1684 -0.2818
C 7.6385 16.4753 13.8841 0.2622 -0.9541 1.1826 -0.1377
H 13.6853 12.3706 10.1987 0.2347 -0.1806 -0.1716 0.1167
H 17.8940 17.8354 19.9804 -0.3599 -0.2743 -0.0622 0.1350
C 18.8909 11.8994 17.5206 -0.2489 -1.0322 1.6790 -0.1036
H 9.0001 16.5426 17.8563 -0.3929 0.1538 0.4396 0.1059
F 15.2500 21.1119 16.0116 0.2905 0.1116 -0.0313 -0.2609
H 14.6052 18.2565 15.5166 0.0273 0.2808 -0.2126 0.1096
H 11.5461 22.2530 14.4021 0.0756 -0.1460 0.0205 0.1184
F 16.5611 14.3608 16.5696 -0.3359 0.3246 -0.0221 -0.3276
H 13.9469 10.9626 19.3597 0.1893 -0.5869 0.6484 0.1054
C 13.7152 7.9103 15.4967 0.5908 -0.1379 0.5726 -0.1837
F 15.0059 14.3192 13.4420 -0.8972 -0.4513 -1.3595 -0.1858
C 18.1084 11.0528 19.6580 0.0586 -1.7101 -1.0431 -0.1589
H 20.8481 13.8672 18.8905 0.3724 -1.5687 -0.2576 0.0902
H 8.1814 14.4377 14.1204 0.2158 -0.4255 -0.1269 0.1021
H 17.8862 16.4366 21.1113 0.8094 -0.1327 0.5725 0.0807
C 14.8166 7.8987 14.4596 -0.2393 0.7973 -0.9416 -0.1729
H 12.5915 12.4300 21.0388 0.5323 0.3018 -0.8325 0.1380
C 10.0749 14.8292 18.3129 -0.9539 -1.3172 0.2692 -0.2664
C 12.0702 21.6513 15.1590 -0.0110 1.0440 1.2477 -0.1788
H 16.0294 17.6347 18.3300 0.1957 0.3166 -0.0910 0.0867
H 13.1198 21.9927 15.2367 -0.6061 -0.0419 0.1008 0.1129
H 13.2140 19.0216 9.7795 0.5043 0.4531 0.0372 0.1002
C 17.4130 13.4570 11.0944 0.5368 -0.0523 0.4455 -0.1839
H 9.9994 14.4552 17.2567 -0.1884 0.2532 1.0200 0.1205
H 19.9745 20.6058 14.2946 -0.9268 -0.6160 0.6346 0.1251
C 14.6857 17.1375 11.5067 -1.4699 0.6240 -1.7656 -0.1663
H 9.4677 12.4286 14.5233 -0.3683 -0.5725 0.1504 0.0960
H 14.3874 13.4711 17.8023 -0.4697 0.8521 -1.0291 0.0837
H 18.0248 12.5898 11.3515 -0.0677 -0.1264 -0.1480 0.1230
F 19.6099 12.9271 23.3680 0.1789 0.4353 0.3600 -0.2330
H 16.8331 16.1653 10.2345 0.1124 -0.2943 0.1173 0.0922
C 19.5584 10.5288 17.8513 -0.6831 1.0809 1.4899 -0.1363
O 15.3916 13.3129 19.5294 1.1742 0.8389 0.0446 -0.2587
F 18.7956 13.5327 21.2043 0.5580 0.5403 -1.2055 -0.2825
H 15.5283 12.1763 17.8326 0.4231 -0.9126 -0.2922 0.0897
C 14.0122 16.9423 10.1361 -1.5268 0.0402 0.3612 -0.1417
Ag 17.3125 14.1716 18.9569 -0.1578 -0.9349 1.0383 1.2899
H 21.9683 16.4700 19.0458 -0.1356 -0.0043 -0.6331 0.1200
C 20.8939 14.1648 12.9955 0.5504 -0.8936 -0.5667 -0.1810
H 8.7335 16.5689 12.1183 0.5820 0.2299 -0.2330 0.1143
H 15.2020 16.2544 11.8487 -0.2436 -0.2020 0.7108 0.0978
O 11.3022 15.4219 18.4508 2.5283 -0.0111 -0.5892 -0.1545
C 14.8771 17.2643 20.1513 1.1779 -0.0874 -0.1658 -0.1178
C 19.0741 20.0794 14.7384 0.0535 1.6561 -1.7078 -0.1543
H 7.7594 15.1522 15.6240 -0.2074 0.0077 0.9052 0.1026
As 15.6820 14.3641 14.9648 1.7156 -0.7483 2.2270 0.7044
C 17.3895 15.3556 9.7465 -2.6561 0.7635 -1.4493 -0.1577
F 14.3105 15.1784 15.6361 -0.0367 -0.5470 0.2844 -0.2246
C 16.0999 7.7920 15.2885 -0.4664 -0.6953 -0.8998 -0.1555
H 18.4090 18.7234 12.3026 -0.1427 -0.0559 -0.3202 0.1224
H 17.7908 15.7651 8.8514 0.9906 0.8186 -0.4083 0.1000
H 16.9237 14.0544 8.2091 -0.2079 -0.6942 -1.0658 0.0981
H 13.7512 19.5273 14.8551 -0.1501 0.2647 0.1550 0.0676
H 19.6275 10.0149 16.9608 0.8834 -1.2937 -1.8878 0.0802
H 23.4530 15.4495 13.4608 -0.0757 -0.3824 0.9913 0.1311
C 16.4347 14.2541 9.1352 0.3918 1.1019 1.1798 -0.1585
H 12.7208 11.7057 18.4282 0.1841 0.3235 -0.3510 0.1018
As 18.1740 13.6975 22.8170 -0.6235 -0.1545 -0.1859 0.7113
N 14.4915 18.8436 14.6836 -0.0281 -1.5545 -1.2371 0.2767
H 11.1617 12.5684 15.9732 0.0542 0.9468 -0.0558 0.1002
H 18.1845 11.8745 16.6704 0.8214 0.1493 0.0736 0.1336
C 9.1091 15.8870 18.7356 -1.2483 1.1402 -0.4726 -0.1854
C 13.2306 12.8734 20.2326 -0.4132 -0.0272 -0.6832 -0.1404
O 19.1496 15.0570 18.4140 1.4572 -0.1971 -0.7080 -0.2967
F 18.7940 15.3156 22.9393 0.4525 -0.3163 0.0517 -0.2436
O 13.1858 13.9350 11.3674 -0.8247 -1.4094 0.6690 -0.2309
H 14.9512 12.3197 21.2551 0.2561 1.0488 0.4381 0.1304
C 15.6033 6.8853 16.4013 0.2195 0.4058 -0.5568 -0.2252
F 16.9071 21.8268 17.7443 0.3167 0.7353 -0.2865 -0.2150
C 13.5905 11.9246 19.0483 -0.0766 0.3370 -0.2012 -0.1028
C 21.3918 15.9695 18.2508 -0.4324 -0.9083 -0.1050 -0.1306
H 9.3203 20.9581 15.7401 -0.5583 0.7898 -1.0570 0.0802
H 16.8198 13.6756 11.9873 -0.0394 0.2729 -0.1986 0.0825
H 16.9051 7.3760 14.6898 0.2602 0.0714 0.0962 0.1117
O 9.9665 16.6748 13.7704 1.0023 -0.2218 0.2041 -0.1517
C 18.5387 9.8364 18.7570 -1.2691 1.6574 0.3104 -0.1210
S 11.7771 13.8181 12.1835 0.0248 1.5324 -1.5455 0.6291
H 11.8663 21.3982 17.3106 0.8680 -0.0296 1.2401 0.0763
H 12.0582 17.7535 9.4975 0.4996 0.1816 0.4546 0.1228
H 9.9515 14.0065 19.0438 0.2371 -0.3308 -0.4350 0.1201
C 22.7394 13.5997 14.4406 0.6433 -1.0593 -0.7765 -0.1654
H 19.1984 14.2626 10.1930 0.1771 -0.2596 -0.7141 0.1089
H 15.4075 19.2871 14.4457 -0.4365 -0.3404 0.0482 0.0911
H 8.3010 9.9719 15.8171 -0.5548 -1.0611 -0.2357 0.0944
F 16.3551 15.8658 14.7009 0.7750 2.5205 -0.3801 -0.2150
C 16.0449 17.5421 21.1966 -1.3181 -0.3728 -0.7955 -0.0944
H 14.6650 8.7188 13.7181 0.6199 -0.2683 0.7014 0.1160
C 9.8437 16.5772 19.8722 1.3344 0.4815 -0.0096 -0.1322
H 15.8003 16.9298 22.0826 0.5900 0.3944 -0.3053 0.1112
H 11.6525 17.4810 11.9107 -0.2216 -0.1736 -0.5455 0.1078
H 8.7420 18.1505 13.0058 0.1608 -0.9993 -0.0052 0.1301
H 9.9314 16.3187 15.7426 -0.1032 -0.5325 0.0537 0.1112
H 12.2437 19.1170 11.9087 0.3571 -0.0773 0.1879 0.1236
C 11.3529 16.4656 19.3974 -1.0839 0.7969 -0.0155 -0.1670
H 19.0283 20.2331 15.8069 0.1638 0.0570 0.1390 0.0870
H 9.6953 15.9625 20.7519 0.2027 -0.1552 0.3617 0.1025
O 14.3532 7.4620 16.7102 -0.6278 -0.1297 0.5101 -0.1291
F 17.4944 12.1214 22.5432 -0.5180 -0.1234 0.2224 -0.2518
H 8.1322 15.5397 19.1167 0.3363 -0.0085 -0.6189 0.1241
C 22.6793 15.0981 14.1953 0.8327 0.6735 0.2716 -0.2370
H 18.2846 16.1500 16.8796 -0.5572 0.5386 0.2368 0.0905
H 17.1214 21.1645 14.8360 0.5800 -0.4705 -0.5440 0.0930
F 16.7459 14.4445 22.0792 0.1300 -0.2461 0.1450 -0.2724
C 15.6624 16.7999 18.9067 -1.1362 -0.7879 0.5987 -0.1443
H 15.3781 17.9632 11.3560 0.3992 0.1350 0.3661 0.1186
F 16.1462 20.1607 19.2584 -0.2588 -0.5044 -0.4841 -0.2305
H 12.9268 7.2347 15.2202 -0.5278 -0.4287 -0.0127 0.1088
H 17.8903 21.3999 13.2781 0.5156 -0.3115 -0.0957 0.1145
C 12.6481 11.6111 11.9583 1.3148 -0.0091 -1.9992 -0.1662
C 20.5247 14.8565 18.9620 -0.8043 3.9401 0.6702 -0.0953
H 15.3647 14.5644 8.9644 1.0024 -0.3559 0.4037 0.1230
F 14.4686 19.3841 17.5129 0.5969 -0.5443 0.0784 -0.2640
H 11.8400 11.1325 15.2775 0.0768 -0.0234 -0.2268 0.1086
F 17.4771 13.7960 24.3666 -0.0607 0.0016 0.3179 -0.2159
H 9.3802 11.9181 17.9052 -0.6026 0.9409 -0.3733 0.0951
H 19.5951 12.7345 17.5534 -0.1762 -0.1569 -0.6365 0.0930
H 18.9011 11.3252 20.3095 0.4023 0.0225 1.1063 0.0988
H 9.7206 20.0840 17.0969 1.2577 0.5089 -0.8523 0.1255
H 14.7290 16.9921 9.3493 0.4599 0.3827 -0.7500 0.0878
H 9.5284 17.5934 20.1648 0.0866 -0.3800 -0.5177 0.1159
C 8.6575 10.9447 16.0079 -0.0186 2.2447 -0.3451 -0.1233
H 22.7432 15.6862 15.1638 -0.0302 -0.4691 -1.1987 0.1188
H 7.8662 11.6893 16.0185 -0.5749 -0.3712 0.0078 0.1063
H 12.0549 16.2471 20.2009 -0.1598 -0.3272 0.2176 0.0888
H 22.1528 13.3034 15.3475 0.8600 0.2958 -0.4709 0.1114
H 10.3780 14.8702 14.7203 -0.3246 0.9726 0.2686 0.1056
H 15.1212 16.1233 18.2315 0.1930 -0.0054 0.2714 0.1193
H 7.2379 17.1919 14.5644 -0.5430 0.6729 0.3778 0.0993
H 23.8082 13.1946 14.4159 -1.5033 0.5446 0.5364 0.1335
H 6.8635 15.9953 13.3130 -0.4361 0.4513 -0.5443 0.1078
H 18.7038 18.1050 15.2834 0.0629 -0.4429 -0.6470 0.0933
O 11.4178 12.2967 11.7925 -0.1348 1.2616 0.0695 -0.1879
H 11.2759 18.7726 15.9960 0.5919 0.3732 -0.6024 0.1209
C 9.6943 15.7538 14.8245 1.9828 -0.2477 0.5877 -0.2043
H 20.0191 13.8141 13.5090 -0.8280 0.4905 0.6345 0.0936
C 12.9045 18.0627 10.1525 -0.3584 -1.6414 -1.2160 -0.1320
C 8.8107 17.0287 13.1101 -1.5412 0.9131 -1.2497 -0.2509
H 14.2750 18.1037 19.8675 -0.1330 0.7753 0.1254 0.0888
H 10.8222 22.7097 16.6219 -0.0001 -0.0432 0.3996 0.1073
H 19.9874 17.5261 18.3451 -0.3903 -0.0042 -0.6150 0.1190
O 13.5915 17.5807 12.3335 1.5109 -0.5320 1.3488 -0.1804
H 20.4660 15.2194 20.0132 -0.1918 -0.9658 -0.5625 0.1300
C 13.7314 12.5573 11.2642 -0.3554 -0.3158 0.2416 -0.0967
H 18.6452 15.2063 11.4453 0.1653 0.9802 1.3631 0.0840
H 16.3838 8.7132 15.7629 0.2251 0.6092 -0.0548 0.0977
H 16.2927 6.9628 17.2137 0.0694 0.1387 1.0542 0.1037
H 9.1207 10.2749 18.0766 0.2077 -0.4094 -0.5576 0.1265
H 14.5929 14.1718 21.3566 0.6059 -0.8698 -0.6978 0.1266
H 12.8356 11.4254 12.9842 0.2646 -0.1819 1.0152 0.0941
H 12.5544 10.6898 11.3697 0.1467 0.1700 0.3801 0.1384
C 14.7676 12.6747 18.3785 -1.8620 0.2940 1.9009 -0.1505
H 14.8042 12.4414 11.6051 -1.5291 0.5066 -0.0286 0.1307
C 17.7813 20.6696 14.0855 -1.4114 0.2125 0.9265 -0.1280
H 16.0550 18.5972 21.4403 0.3168 0.0809 0.1159 0.1019
C 12.4974 18.0937 11.5994 -0.5958 0.4184 0.3371 -0.1912
H 10.3500 19.0944 14.5569 0.5356 0.6044 -0.1043 0.1053
C 21.9537 13.0458 13.2208 -0.5447 0.0977 0.1158 -0.1618
H 22.0575 15.5776 17.4806 0.1631 -0.2717 0.2545 0.0891
H 21.5387 12.0376 13.4198 -0.1504 0.6915 0.0621 0.1124
H 12.7546 13.7808 19.8043 -0.0745 -0.5289 0.2719 0.1047
C 9.4117 11.0107 17.3151 0.4254 -0.3199 0.6768 -0.2114
```
Positions in Å, forces in eV/Å.